Density functional theory data (the ωB97M-V functional and the def2-TZVPD basis) for C4H2O2 in the gas phase.

Each atom is followed by the atoms it is bonded to, with distances in Å.
Cartesian coordinates (Å):
1 O -3.1292 -0.1909 0.6515  C2 1.170
2 C -2.1392 0.2922 0.2573  O1 1.170, C3 1.290
3 C -1.0618 0.7138 -0.3128  C2 1.290, C4 1.287
4 C 0.2246 0.7048 -0.3225  C3 1.287, C5 1.311
5 C 1.4472 0.2537 -0.1792  C4 1.311, O6 1.369, H7 1.080
6 O 1.5812 -1.1046 -0.0771  C5 1.369, H8 0.971
7 H 2.3917 0.7721 -0.1069  C5 1.080
8 H 0.6855 -1.4411 0.0899  O6 0.971

Output
SMILES string = O=C=C=C=CO
E_LUMO = -0.940 eV
Relative energy (zero: lowest compared OMol25 entry of this formula, charge and spin) = 27.3 kcal per mole
Largest force on an atom = 0.941 eV/Å
HOMO-LUMO gap = 7.28 eV

***

Density functional theory data (the ωB97M-V functional and the def2-TZVPD basis) for a gas-phase ion, C6H6N (charge +1).

Each atom is followed by the atoms it is bonded to, with distances in Å.
Cartesian coordinates (Å):
1 C -0.9405 -0.6915 -1.6772  N2 1.455, H8 1.073, H9 1.063, H10 1.078
2 N -0.6330 -0.1249 -0.3732  C1 1.455, C3 1.282, C7 1.487
3 C -1.5581 0.2886 0.4121  N2 1.282, C4 1.878
4 C -0.4108 0.9212 1.7573  C3 1.878, C5 1.396, C6 1.482
5 C 0.7910 1.3143 2.3478  C4 1.396, C6 1.363, H11 1.015
6 C 0.9206 0.6267 1.1780  C4 1.482, C5 1.363, C7 1.427
7 C 0.8043 -0.1793 0.0058  N2 1.487, C6 1.427, H12 1.073, H13 1.091
8 H -1.6464 -1.4960 -1.6038  C1 1.073
9 H -1.1004 -0.0221 -2.4874  C1 1.063
10 H -0.0771 -1.3134 -1.8524  C1 1.078
11 H 1.3403 1.6533 3.1308  C5 1.015
12 H 1.3446 0.2315 -0.8250  C7 1.073
13 H 1.1655 -1.2085 -0.0129  C7 1.091

Output
Total charge = +1
SMILES string = C[N+]1=C=C2C=C2C1
E_LUMO = -4.900 eV
Relative energy (zero: lowest compared OMol25 entry of this formula, charge and spin) = 111.0 kcal per mole
Largest force on an atom = 4.609 eV/Å
HOMO-LUMO gap = 9.80 eV

***

Density functional theory data (the ωB97M-V functional and the def2-TZVPD basis) for 9 unconnected molecules or ions with the total composition C44H46N11.

Each atom is followed by the atoms it is bonded to, with distances in Å.
Cartesian coordinates (Å):
1 N -3.1545 4.0214 0.2395  C2 1.407, H8 1.032, H9 1.018
2 C -1.9653 4.5412 0.7831  N1 1.407, C3 1.419, N7 1.319
3 C -1.2235 5.4841 0.0254  C2 1.419, C4 1.370, H10 1.082
4 C -0.0444 5.9709 0.5247  C3 1.370, C5 1.398, H11 1.082
5 C 0.3732 5.4944 1.7704  C4 1.398, N6 1.324, H12 1.082
6 N -0.3937 4.6066 2.3846  C5 1.324, N7 1.321, H13 1.015
7 N -1.5467 4.1198 1.9608  C2 1.319, N6 1.321
8 H -3.1878 3.0133 0.4566  N1 1.032
9 H -3.9598 4.4016 0.7330  N1 1.018
10 H -1.6046 5.7832 -0.9426  C3 1.082
11 H 0.5661 6.6858 -0.0103  C4 1.082
12 H 1.2976 5.8100 2.2367  C5 1.082
13 H -0.0968 4.2369 3.2815  N6 1.015
14 N -4.0886 1.2602 0.5345  C15 1.339, C19 1.333
15 C -3.8524 -0.0520 0.6615  N14 1.339, C16 1.384, H20 1.084
16 C -4.7844 -1.0239 0.3413  C15 1.384, C17 1.385, H21 1.080
17 C -6.0238 -0.6343 -0.1377  C16 1.385, C18 1.385, H22 1.082
18 C -6.2862 0.7190 -0.2698  C17 1.385, C19 1.385, H23 1.081
19 C -5.2905 1.6158 0.0797  N14 1.333, C18 1.385, H24 1.086
20 H -2.8759 -0.3386 1.0345  C15 1.084
21 H -4.5304 -2.0665 0.4663  C16 1.080
22 H -6.7716 -1.3710 -0.3992  C17 1.082
23 H -7.2392 1.0751 -0.6345  C18 1.081
24 H -5.4729 2.6821 -0.0121  C19 1.086
25 N 0.6051 2.0991 -3.2880  C26 1.331, C30 1.335
26 C -0.3373 2.8984 -2.7936  N25 1.331, C27 1.385, H31 1.087
27 C -1.3196 2.4626 -1.9195  C26 1.385, C28 1.382, H32 1.080
28 C -1.3300 1.1344 -1.5388  C27 1.382, C29 1.383, H33 1.079
29 C -0.3568 0.2872 -2.0377  C28 1.383, C30 1.390, H34 1.082
30 C 0.5870 0.8191 -2.9090  N25 1.335, C29 1.390, H35 1.084
31 H -0.2948 3.9357 -3.1148  C26 1.087
32 H -2.0602 3.1173 -1.4846  C27 1.080
33 H -2.1025 0.8246 -0.8527  C28 1.079
34 H -0.3231 -0.7590 -1.7659  C29 1.082
35 H 1.3724 0.1969 -3.3235  C30 1.084
36 N -2.5922 -4.5394 0.3522  C37 1.331, C41 1.331
37 C -3.7672 -4.8753 0.8803  N36 1.331, C38 1.386, H42 1.085
38 C -3.9714 -5.9805 1.6920  C37 1.386, C39 1.385, H43 1.081
39 C -2.8815 -6.7908 1.9661  C38 1.385, C40 1.386, H44 1.082
40 C -1.6490 -6.4609 1.4249  C39 1.386, C41 1.387, H45 1.081
41 C -1.5564 -5.3284 0.6295  N36 1.331, C40 1.387, H46 1.084
42 H -4.5958 -4.2206 0.6310  C37 1.085
43 H -4.9476 -6.2074 2.0983  C38 1.081
44 H -2.9937 -7.6668 2.5914  C39 1.082
45 H -0.7734 -7.0672 1.6127  C40 1.081
46 H -0.6077 -5.0392 0.1910  C41 1.084
47 N 4.3787 3.1994 2.5112  C48 1.328, C52 1.330
48 C 3.1761 3.4029 1.9857  N47 1.328, C49 1.385, H53 1.088
49 C 2.9345 3.5155 0.6266  C48 1.385, C50 1.387, H54 1.083
50 C 4.0073 3.4059 -0.2465  C49 1.387, C51 1.384, H55 1.082
51 C 5.2670 3.1922 0.2852  C50 1.384, C52 1.389, H56 1.081
52 C 5.4001 3.0967 1.6650  N47 1.330, C51 1.389, H57 1.084
53 H 2.3625 3.4720 2.7049  C48 1.088
54 H 1.9312 3.6725 0.2493  C49 1.083
55 H 3.8615 3.4825 -1.3159  C50 1.082
56 H 6.1343 3.0990 -0.3531  C51 1.081
57 H 6.3714 2.9273 2.1145  C52 1.084
58 N -6.2069 -7.5761 3.6535  C59 1.332, C63 1.332
59 C -5.5325 -8.1836 4.6280  N58 1.332, C60 1.386, H64 1.085
60 C -5.9785 -8.2639 5.9381  C59 1.386, C61 1.385, H65 1.081
61 C -7.1928 -7.6789 6.2581  C60 1.385, C62 1.385, H66 1.082
62 C -7.9073 -7.0429 5.2560  C61 1.385, C63 1.386, H67 1.081
63 C -7.3735 -7.0212 3.9767  N58 1.332, C62 1.386, H68 1.085
64 H -4.5863 -8.6312 4.3437  C59 1.085
65 H -5.3868 -8.7738 6.6856  C60 1.081
66 H -7.5760 -7.7196 7.2693  C61 1.082
67 H -8.8603 -6.5738 5.4577  C62 1.081
68 H -7.9081 -6.5369 3.1665  C63 1.085
69 N 0.5934 8.2266 3.2903  C70 1.333, C74 1.333
70 C -0.7345 8.1935 3.3953  N69 1.333, C71 1.383, H75 1.087
71 C -1.4720 8.9870 4.2556  C70 1.383, C72 1.387, H76 1.081
72 C -0.7851 9.8703 5.0747  C71 1.387, C73 1.385, H77 1.082
73 C 0.5970 9.9146 4.9907  C72 1.385, C74 1.387, H78 1.081
74 C 1.2375 9.0792 4.0878  N69 1.333, C73 1.387, H79 1.084
75 H -1.2428 7.4908 2.7399  C70 1.087
76 H -2.5499 8.9129 4.2852  C71 1.081
77 H -1.3174 10.5099 5.7658  C72 1.082
78 H 1.1739 10.5863 5.6104  C73 1.081
79 H 2.3167 9.0964 3.9921  C74 1.084
80 N 3.9682 -0.8083 -3.5709  C81 1.333, C85 1.332
81 C 4.0868 -2.1131 -3.8148  N80 1.333, C82 1.386, H86 1.085
82 C 4.3889 -2.6376 -5.0620  C81 1.386, C83 1.385, H87 1.081
83 C 4.5804 -1.7625 -6.1188  C82 1.385, C84 1.386, H88 1.082
84 C 4.4610 -0.4024 -5.8817  C83 1.386, C85 1.387, H89 1.081
85 C 4.1555 0.0205 -4.5967  N80 1.332, C84 1.387, H90 1.085
86 H 3.9325 -2.7692 -2.9650  C81 1.085
87 H 4.4796 -3.7055 -5.2033  C82 1.081
88 H 4.8220 -2.1381 -7.1044  C83 1.082
89 H 4.6009 0.3196 -6.6745  C84 1.081
90 H 4.0540 1.0771 -4.3721  C85 1.085
91 N 7.2163 -4.3864 -6.5675  C92 1.331, C96 1.331
92 C 8.1046 -3.7696 -5.7917  N91 1.331, C93 1.387, H97 1.085
93 C 9.0721 -4.4352 -5.0541  C92 1.387, C94 1.386, H98 1.081
94 C 9.1193 -5.8182 -5.1238  C93 1.386, C95 1.385, H99 1.082
95 C 8.2001 -6.4744 -5.9264  C94 1.385, C96 1.387, H100 1.081
96 C 7.2736 -5.7152 -6.6254  N91 1.331, C95 1.387, H101 1.084
97 H 8.0354 -2.6874 -5.7605  C92 1.085
98 H 9.7697 -3.8801 -4.4423  C93 1.081
99 H 9.8594 -6.3745 -4.5635  C94 1.082
100 H 8.1986 -7.5522 -6.0121  C95 1.081
101 H 6.5407 -6.1940 -7.2655  C96 1.084

Output
Total charge = +1
E_LUMO = -4.213 eV
Largest force on an atom = 0.682 eV/Å
HOMO-LUMO gap = 6.59 eV

***

- The lowest E_LUMO belongs to which entry?
  C6H6N

***

Copy entry 1 word for word.
Density functional theory data (the ωB97M-V functional and the def2-TZVPD basis) for C4H2O2 in the gas phase.

Each atom is followed by the atoms it is bonded to, with distances in Å.
Cartesian coordinates (Å):
1 O -3.1292 -0.1909 0.6515  C2 1.170
2 C -2.1392 0.2922 0.2573  O1 1.170, C3 1.290
3 C -1.0618 0.7138 -0.3128  C2 1.290, C4 1.287
4 C 0.2246 0.7048 -0.3225  C3 1.287, C5 1.311
5 C 1.4472 0.2537 -0.1792  C4 1.311, O6 1.369, H7 1.080
6 O 1.5812 -1.1046 -0.0771  C5 1.369, H8 0.971
7 H 2.3917 0.7721 -0.1069  C5 1.080
8 H 0.6855 -1.4411 0.0899  O6 0.971

Output
SMILES string = O=C=C=C=CO
E_LUMO = -0.940 eV
Relative energy (zero: lowest compared OMol25 entry of this formula, charge and spin) = 27.3 kcal per mole
Largest force on an atom = 0.941 eV/Å
HOMO-LUMO gap = 7.28 eV

***

- Which of these has the highest E_LUMO?
  C4H2O2